Record 1
The following is a DFT calculation (ωB97M-V with the def2-TZVPD basis set) of a molecular structure, C22H35O3Pm.

Values from the calculation:
Relative energy (zero: lowest compared OMol25 entry of this formula, charge and spin): 0.0 kJ/mol
Spin multiplicity: 5
HOMO (spin up / spin down): -7.345 / -7.484 eV

Last column: Löwdin spin population.
Atoms and positions in Å:
Pm -0.183 0.153 1.972  4.045
O 0.190 -0.698 -4.396  0.000
O 0.770 -1.610 2.582  -0.010
O -0.408 0.389 -0.414  -0.004
C -1.116 1.339 -1.328  0.000
C 1.741 1.132 3.732  -0.002
C 0.554 2.710 2.536  -0.001
C 0.634 0.205 -1.476  0.000
C 0.974 -1.749 -4.976  0.000
C -1.998 -0.037 3.974  -0.005
C 0.647 2.039 3.790  -0.003
C -2.473 0.745 -1.666  0.000
C -2.862 0.825 2.012  -0.002
C -2.340 1.166 3.292  -0.005
C -0.064 1.153 -2.436  0.000
C 2.342 1.256 2.447  -0.003
C 1.140 -1.505 -6.486  0.000
C -0.283 0.164 -5.466  0.000
C 2.926 -2.463 3.230  0.000
C -2.319 -1.130 3.116  -0.002
C 1.605 2.217 1.698  -0.006
C 0.856 -2.664 4.731  0.000
C 0.103 -0.416 -6.829  0.000
C -2.857 -0.603 1.906  -0.003
C 1.415 -2.622 3.320  0.000
C -1.146 2.750 -0.775  0.000
H -2.949 1.316 -2.471  0.000
H 2.144 -1.132 -6.685  0.000
H 2.118 0.509 4.542  0.000
H 1.614 0.544 -1.092  0.000
H -0.224 -2.852 4.709  0.000
H -0.131 3.091 -0.542  0.000
H -1.370 0.316 -5.351  0.000
H 0.631 -0.838 -1.825  0.000
H -1.635 -0.122 4.999  0.000
H 3.228 -1.486 3.624  0.000
H 1.851 2.558 0.696  0.000
H 0.175 1.158 -5.342  0.000
H 3.252 -2.530 2.185  0.000
H 0.984 -2.430 -7.046  0.000
H -0.502 0.627 -3.283  0.000
H -0.775 -0.850 -7.305  0.000
H -2.262 2.177 3.696  0.000
H 1.321 -3.459 5.318  0.000
H -3.269 1.515 1.277  0.000
H 0.026 2.223 4.670  0.000
H -3.129 0.755 -0.785  0.000
H -1.763 2.797 0.135  0.000
H -2.224 -2.186 3.367  0.000
H -2.351 -0.293 -2.001  0.000
H -3.261 -1.184 1.078  0.000
H 1.196 -3.611 2.882  0.000
H -0.142 3.507 2.269  0.000
H 0.551 2.018 -2.721  0.000
H 1.027 -1.704 5.229  0.000
H 1.928 -1.794 -4.433  0.000
H 0.462 -2.703 -4.803  0.000
H -1.581 3.429 -1.520  0.000
H 3.448 -3.242 3.788  0.000
H 0.508 0.374 -7.466  0.000
H 3.255 0.756 2.116  0.000

---

Record 2
The following is a DFT calculation (ωB97M-V with the def2-TZVPD basis set) of a molecular structure, C22H36BNO6PPd.

Values from the calculation:
Charge: -1
Relative energy (zero: lowest compared OMol25 entry of this formula, charge and spin): 0.0 kJ/mol
HOMO: -5.254 eV

Last column: natural (NBO) charge in e.
Atoms and positions in Å:
Pd 0.775 -0.653 0.577  0.406
P -1.085 0.566 0.743  1.174
O -1.812 -2.220 4.399  -0.737
O 1.154 -1.658 -2.046  -0.791
O 2.830 -0.982 0.540  -0.758
O 4.644 -1.310 1.801  -0.682
O -1.472 -2.081 2.176  -0.767
O 0.726 0.570 -2.307  -0.814
N 1.203 -1.472 2.663  -0.491
C 2.268 -2.212 5.102  -0.182
C -3.842 0.633 -0.166  -0.607
C 0.904 -2.257 4.884  -0.229
C -0.949 2.152 -0.231  -0.561
C -1.936 3.277 0.096  -0.612
C -1.305 1.031 2.522  -0.568
C 3.431 -1.233 1.637  0.746
C 3.187 -1.088 -3.154  -0.633
C -2.668 -0.255 0.239  -0.576
C -2.679 1.554 2.942  -0.608
C 0.926 0.031 -3.632  0.257
C -0.456 -0.204 -4.231  -0.637
C -0.174 1.919 3.037  -0.609
C 3.102 -1.855 4.055  -0.229
C 0.468 2.741 -0.189  -0.604
C 1.686 -1.294 -3.335  0.230
C -1.120 -2.096 3.374  0.724
C 1.419 -2.419 -4.317  -0.620
C 0.396 -1.905 3.637  0.119
C 2.531 -1.501 2.845  0.094
C -2.366 -1.262 -0.873  -0.597
C 1.700 1.043 -4.454  -0.627
B 0.824 -0.471 -1.402  0.981
H -1.000 -0.949 -3.651  0.223
H -2.979 2.975 0.048  0.211
H 0.800 1.573 2.685  0.226
H -1.791 4.093 -0.617  0.202
H -1.015 0.733 -4.205  0.214
H 1.991 -3.297 -4.017  0.221
H -2.914 -0.835 1.133  0.286
H 0.582 3.466 -1.000  0.200
H 3.392 -0.296 -2.433  0.234
H -1.745 3.684 1.090  0.199
H 3.674 -0.857 -4.104  0.196
H -2.013 -0.758 -1.780  0.187
H -0.300 2.960 2.736  0.190
H 0.193 -2.569 5.635  0.246
H -2.938 2.504 2.474  0.193
H 4.180 -1.854 4.123  0.242
H 1.948 0.627 -5.433  0.203
H 0.641 3.267 0.751  0.196
H -2.679 1.705 4.025  0.212
H -0.389 -0.542 -5.267  0.205
H 3.616 -2.003 -2.746  0.230
H -4.703 -0.001 -0.394  0.207
H 1.091 1.936 -4.602  0.211
H 2.619 1.335 -3.951  0.225
H 1.237 1.982 -0.303  0.244
H -3.275 -1.814 -1.130  0.200
H 0.365 -2.689 -4.338  0.217
H -1.199 0.059 2.998  0.268
H -3.614 1.207 -1.068  0.194
H -1.124 1.811 -1.257  0.237
H -0.162 1.889 4.130  0.212
H -1.608 -1.973 -0.547  0.252
H -3.460 0.827 2.724  0.218
H 1.733 -2.130 -5.324  0.200
H -4.143 1.328 0.617  0.206
H 2.681 -2.485 6.066  0.203

---

Record 3
The following is a DFT calculation (ωB97M-V with the def2-TZVPD basis set) of a molecular structure, C22H36BaO2P2.

Values from the calculation:
HOMO (spin up / spin down): -5.569 / -5.576 eV

Last column: Löwdin charge in e.
Atoms and positions in Å:
Ba 0.000 0.000 0.000  2.291
P 0.746 6.415 -1.971  0.809
P -2.385 6.184 -1.384  0.816
O 2.049 -1.883 0.029  -0.234
O 1.210 -2.464 2.051  -0.119
C -1.650 7.884 -1.605  -0.455
C 3.118 -6.213 1.987  -0.089
C 3.639 -4.321 -0.013  -0.023
C -1.698 1.363 -0.587  -0.421
C 4.262 -5.575 -0.046  -0.089
C 2.499 -4.962 2.031  -0.020
C 1.855 6.443 -3.460  -0.321
C 2.025 -2.713 1.056  -0.562
C 1.109 1.384 -1.347  -0.479
C -1.441 1.513 0.772  -0.461
C 4.000 -6.520 0.950  -0.100
C -0.619 2.610 1.412  -0.178
C 2.750 -4.002 1.029  -0.148
C 1.334 1.816 -0.044  -0.309
C -0.346 7.862 -2.413  -0.454
C 0.646 3.003 0.610  -0.163
C -1.255 2.335 -1.668  -0.203
C -3.608 6.199 -2.780  -0.310
C -3.546 6.564 0.014  -0.320
C 1.879 7.251 -0.760  -0.313
C 0.098 1.954 -2.317  -0.195
C -1.212 -1.567 0.627  -0.451
H 4.473 -7.492 0.916  0.093
H -4.196 5.702 0.193  0.031
H -2.066 0.948 1.462  0.097
H 1.353 3.482 1.295  0.123
H 2.683 5.742 -3.311  0.030
H -1.456 8.284 -0.602  0.072
H 2.717 6.584 -0.532  0.030
H 4.942 -5.817 -0.851  0.093
H -1.242 3.501 1.584  0.123
H -0.313 2.252 2.400  0.117
H -1.013 -1.761 1.689  0.023
H 1.292 6.116 -4.340  0.029
H -2.277 -1.326 0.512  0.014
H -4.214 7.114 -2.786  0.036
H -4.169 7.442 -0.195  0.037
H -0.993 -2.485 0.072  0.026
H 0.520 2.827 -2.838  0.115
H -2.020 2.357 -2.452  0.116
H -2.970 6.746 0.927  0.027
H 3.842 -3.608 -0.800  0.106
H 2.273 8.197 -1.150  0.036
H 2.266 7.442 -3.651  0.038
H -1.208 3.348 -1.257  0.055
H 2.241 1.466 0.442  0.125
H 1.346 7.445 0.176  0.028
H -0.576 7.778 -3.482  0.072
H 1.870 0.751 -1.800  0.101
H -4.273 5.334 -2.687  0.031
H -2.485 0.668 -0.866  0.099
H -2.392 8.541 -2.079  0.075
H -3.083 6.113 -3.736  0.029
H 1.805 -4.758 2.838  0.109
H 0.398 3.750 -0.148  0.081
H -0.082 1.193 -3.084  0.112
H 2.905 -6.948 2.754  0.095
H 0.216 8.796 -2.273  0.076